Here is the molecule C5H10O2 from OMol25. Energies are from ωB97M-V with the def2-TZVPD basis set.

Atoms and positions in Å:
1 C 1.9091 -1.2067 0.0513
2 C 0.5607 -0.8625 -0.5729
3 O -0.4474 -1.7799 -0.1728
4 C 0.2018 0.6016 -0.2121
5 C -1.2032 1.1208 -0.5819
6 C -1.4263 1.1861 0.9354
7 O -0.1010 0.7032 1.1998
8 H 2.1820 -2.2586 -0.0858
9 H 2.6777 -0.5945 -0.4343
10 H 1.8920 -0.9827 1.1217
11 H 0.6409 -1.0137 -1.6603
12 H -1.0939 -1.3430 0.3877
13 H 1.0181 1.3039 -0.4471
14 H -1.2547 2.0711 -1.1213
15 H -1.8179 0.3776 -1.0934
16 H -2.1837 0.4884 1.3157
17 H -1.6078 2.1720 1.3825

Atoms 1-3, force components in eV/Å:
C 0.03 0.05 0.05
C 0.23 0.27 -0.11
O -0.12 -0.01 0.01

Properties
total energy	-346.945709	hartree
E_LUMO	0.97	eV
total charge	0
energy relative to the best compared isomer or geometry (same formula, charge and spin)	50.0	kcal/mol
orbital gap	10.84	eV
SMILES	C[C@@H](O)[C@H]1CCO1
2S+1	1

Löwdin atomic charge list, values in e, 4 entries: -0.05, -0.38, -0.03, -0.27